Record 1
9
Properties=species:S:1:pos:R:3:mulliken_charge:R:1 method="wB97M-V/def2-TZVPD" relative_energy_kj_mol=128.2 total_energy_ha=-913.011657 spin_multiplicity=1 homo_ev=-7.875 gap_ev=7.30
H -0.492 1.045 -0.380 0.167
S 1.386 1.490 1.876 -0.317
C -1.189 0.280 -0.728 -0.695
H -1.804 0.515 -1.662 0.285
C 1.068 -0.964 0.367 0.097
C 1.181 0.149 1.044 -0.109
S -0.137 -1.107 -0.951 -0.055
H 1.923 -1.584 0.323 0.334
H -1.937 0.176 0.111 0.293



Record 2
19
Properties=species:S:1:pos:R:3:mulliken_charge:R:1 method="wB97M-V/def2-TZVPD" relative_energy_kj_mol=288.4 total_energy_ha=-511.321880 spin_multiplicity=1 homo_ev=-9.273 gap_ev=9.20
C -2.631 -1.110 -0.624 -0.544
C 1.440 -0.989 0.729 -0.174
H -0.520 -1.619 -0.688 0.708
H -4.567 -0.263 0.105 0.338
N 2.822 1.120 -0.488 -0.545
C -1.578 1.232 0.400 -0.207
H 0.900 2.179 -0.590 0.261
C 3.311 -0.119 -0.208 -0.023
C -0.730 0.127 -0.122 0.478
H -2.807 -2.136 -1.016 0.315
H 4.456 -0.141 -0.397 0.302
C 0.717 0.105 0.192 0.317
C -1.280 -0.986 -0.545 -0.551
C -3.468 -0.183 0.090 -0.346
C 1.472 1.164 -0.363 0.006
H 0.853 -1.790 1.416 0.337
N 2.818 -1.222 0.473 -0.513
H -1.090 2.087 0.813 0.407
N -2.891 0.992 0.452 -0.565



Record 3
120
Properties=species:S:1:pos:R:3:mulliken_charge:R:1 method="wB97M-V/def2-TZVPD" relative_energy_kj_mol=57.5 total_energy_ha=-4495.799106 spin_multiplicity=1 homo_ev=-7.594 gap_ev=7.86
H 5.037 5.383 -0.291 0.376
O 10.149 4.783 1.217 -0.611
S 10.761 4.599 -0.122 0.496
O -0.041 -7.171 2.162 -0.663
C -5.785 -5.679 2.326 -0.874
C 3.488 3.899 -1.699 -1.075
H -2.089 -1.260 1.829 0.621
H -0.539 5.895 -3.456 0.370
C 2.317 -1.983 4.412 -1.105
H -3.290 0.473 0.961 0.318
O 0.866 -1.443 2.264 -0.597
H 5.543 1.695 -0.126 0.415
H -1.519 3.246 -2.799 0.476
H -3.718 2.326 -1.064 0.669
H -1.562 1.916 0.557 0.731
O -3.471 1.030 -3.282 -0.641
H -3.090 -5.034 2.676 0.182
H 1.519 4.640 -3.248 0.754
H -10.868 -5.575 0.216 0.310
H -3.746 -3.910 1.445 0.305
H 0.406 7.837 3.634 0.308
H -1.345 -2.798 -4.823 0.401
C 0.519 6.777 3.859 -1.081
H 9.815 4.153 -2.276 0.422
O -7.989 -6.048 0.453 -0.523
H 2.550 8.006 2.367 0.347
C -2.630 1.233 -2.471 -0.269
C 2.816 6.958 2.502 -0.844
H 2.235 -0.638 -3.798 0.401
C -0.889 -5.724 0.118 -0.343
N -0.178 -2.551 -0.395 0.551
C -10.546 -6.601 0.052 -0.974
H 0.535 -2.124 0.190 0.235
C 1.160 -1.536 -2.190 -0.313
C -0.285 6.159 -2.430 -1.913
H -0.056 0.230 -0.842 0.106
H -0.837 -3.539 3.417 -0.172
H -11.214 -7.083 -0.662 0.385
C -1.487 -2.206 0.057 0.041
H -8.782 -8.763 0.303 0.301
H -5.826 -5.433 1.268 0.334
C 0.469 -1.674 -4.488 -0.491
S 1.316 -2.625 3.069 0.458
H -10.544 -7.141 0.998 0.308
C 11.066 6.238 -0.796 -0.906
C -2.658 2.219 -1.277 0.275
H 1.769 -1.200 4.936 0.308
C -0.539 -8.356 -0.157 -1.017
H -0.466 -2.282 4.626 0.372
H 0.631 -1.412 -5.524 0.401
C 0.149 4.944 -1.601 0.534
H -0.597 3.588 -0.126 -0.054
H 3.840 1.459 -0.385 0.214
C -0.829 -2.741 -2.757 0.053
C -1.857 1.344 -0.323 0.355
H 11.846 6.705 -0.198 0.318
H -1.682 -3.342 -2.478 0.432
C 2.093 3.314 -1.596 -0.205
H -1.222 -8.316 -1.006 0.348
H 2.134 2.270 -1.930 0.158
O 0.574 6.310 1.254 -0.571
H -1.063 6.753 -1.953 0.384
H 6.382 4.166 -0.077 0.200
C 4.730 1.941 -0.805 -1.206
H -2.797 4.183 -2.095 0.438
H 1.849 -1.196 -1.423 0.492
C -8.658 -8.338 -0.693 -0.945
H -0.548 -9.356 0.272 0.355
H 1.112 6.640 4.763 0.383
H -1.555 -5.767 -0.744 0.410
O -2.418 -2.942 -0.166 -0.631
H 2.566 -2.796 5.093 0.404
H -0.725 -0.523 1.050 0.204
S -5.271 -4.239 3.260 0.456
H -3.207 -0.375 -0.576 0.688
H -0.081 1.781 -1.577 -2.006
H -0.460 6.323 3.993 0.339
H -3.123 -3.277 2.983 0.171
C -2.608 0.116 0.192 -1.599
O -1.442 0.574 -2.444 -0.277
C -0.625 -2.442 -4.101 -0.755
C 1.376 -1.235 -3.530 -0.516
H 0.583 6.816 -2.518 0.521
C 5.307 4.357 -0.046 -1.182
C 0.047 -2.274 -1.778 -0.252
H 10.154 6.832 -0.741 0.300
H 3.338 6.815 3.448 0.390
H 3.707 4.654 -2.448 0.445
H 4.988 4.194 0.987 0.258
H 9.057 3.192 -0.986 0.285
H 0.148 -5.652 -0.211 0.417
H 3.451 6.630 1.682 0.116
C -0.071 -3.139 4.078 -0.629
H 0.467 3.276 -2.990 0.359
H 0.793 5.323 -0.809 0.160
H 11.402 6.148 -1.829 0.339
H 3.229 -1.572 3.985 0.384
S -1.090 -7.204 1.107 0.576
H 8.630 4.911 -1.169 0.199
H -5.083 -6.496 2.504 0.338
C -1.010 4.224 -0.909 -0.481
C -3.644 -4.107 2.510 -0.507
S -8.882 -6.557 -0.623 0.415
H -1.138 -4.851 0.710 -0.393
C 9.432 4.178 -1.255 -0.835
H -9.384 -8.767 -1.384 0.385
H 0.253 -3.918 4.767 0.503
C -1.708 -0.942 0.862 -0.678
O -5.071 -4.668 4.672 -0.665
C 4.484 3.437 -0.890 0.679
S 1.328 5.951 2.484 0.586
H -7.651 -8.535 -1.053 0.306
H 0.473 -8.098 -0.470 0.310
H 4.856 1.525 -1.798 0.310
C -1.984 3.504 -1.849 -1.330
H -6.776 -5.966 2.663 0.328
H -1.578 4.996 -0.389 0.766
C -0.732 0.971 -1.254 1.633
C 1.045 4.042 -2.471 -0.883
H 1.767 3.339 -0.558 0.393



Record 4
17
Properties=species:S:1:pos:R:3:mulliken_charge:R:1 method="wB97M-V/def2-TZVPD" relative_energy_kj_mol=540.1 total_energy_ha=-346.819736 spin_multiplicity=1 homo_ev=-8.373 gap_ev=9.05
O 2.780 0.181 0.489 -0.699
H -1.311 0.016 -0.853 0.325
H 0.777 -1.757 -1.580 0.321
H 3.194 -0.691 0.541 0.251
O -1.435 1.806 0.161 -0.539
H 0.645 -0.204 -2.404 0.359
C -1.142 0.441 0.142 0.191
C 1.134 -0.077 -0.332 0.227
H -1.751 0.141 2.178 0.324
H 0.689 0.862 1.665 0.450
C 1.188 -0.749 -1.626 -1.391
H -1.731 -1.334 1.190 0.332
H -0.893 2.259 -0.495 0.338
C 0.628 0.330 0.739 0.107
C -1.958 -0.269 1.190 -1.309
H -3.025 -0.137 0.994 0.360
H 2.210 -0.820 -2.000 0.352



Record 5
23
Properties=species:S:1:pos:R:3:mulliken_charge:R:1 method="wB97M-V/def2-TZVPD" relative_energy_kj_mol=289.5 total_energy_ha=-587.983938 spin_multiplicity=1 homo_ev=-9.757 gap_ev=9.56
H -2.831 -1.348 -1.563 0.286
C -1.363 -1.945 1.016 -0.473
H -1.895 -2.745 -1.323 0.425
N -1.809 -1.194 0.109 -0.278
C -1.853 -1.686 -1.217 -0.843
O 2.525 -1.239 1.581 -0.535
N 1.268 0.999 1.033 -0.504
C 1.516 0.224 0.056 1.080
H 2.287 -0.399 2.160 0.442
H -1.428 -1.495 1.968 0.296
H 0.541 2.010 -2.517 0.442
O 1.919 -2.125 -0.374 -0.562
C 0.526 2.199 0.819 -0.671
C 2.065 -1.137 0.343 0.107
C -0.386 2.035 -0.397 -0.451
N 1.435 0.683 -1.182 -0.476
H -1.152 1.428 -0.083 0.305
H -0.968 -1.302 -1.781 0.226
H 1.274 3.051 0.829 0.293
C 0.534 1.532 -1.530 -0.111
H -1.396 -2.971 1.071 0.358
H -0.781 3.116 -0.686 0.280
H -0.027 2.308 1.671 0.364



Record 6
94
Properties=species:S:1:pos:R:3:mulliken_charge:R:1 method="wB97M-V/def2-TZVPD" total_charge=+1 total_energy_ha=-3201.776835 spin_multiplicity=1 homo_ev=-10.624 gap_ev=6.62
H -2.750 0.030 -0.931 0.229
C 2.860 7.997 -3.158 0.365
C -0.734 -4.106 0.917 0.255
C 2.647 8.500 -4.506 -0.699
H 1.848 9.239 -4.502 0.278
H 0.768 5.012 -1.226 0.210
N 2.037 4.760 -4.096 -0.442
H 4.118 3.640 -2.015 0.354
H 0.332 -4.003 1.159 0.590
O 4.762 -1.710 0.859 -0.418
C -5.113 5.352 3.377 -0.787
H -8.113 -1.244 -3.170 0.293
C -2.973 -0.093 2.171 -1.282
N -4.713 2.809 3.784 -0.365
H 1.972 -3.834 8.806 0.264
C 1.895 -1.131 -0.618 1.210
F 5.102 -1.130 -2.552 -0.325
C 1.158 5.351 -0.268 -0.729
C -7.805 -1.536 -2.169 -0.812
H -1.601 -5.163 -0.902 0.411
C -0.662 -4.819 -0.463 -1.079
H 0.789 6.356 -0.074 0.411
C -2.066 -1.275 2.479 -0.751
F 3.033 -2.857 -1.725 -0.320
H 0.258 -5.970 2.535 0.322
F 4.384 0.318 -1.075 -0.233
H 2.244 5.386 -0.314 0.254
H -6.033 5.498 2.814 0.267
C -1.138 -2.683 0.473 0.843
C -0.961 -1.501 1.426 -1.341
F 2.054 -1.905 0.472 -0.277
H -3.736 -0.007 2.944 0.703
H -2.700 -2.143 2.645 0.224
H 0.627 -3.889 -2.128 0.637
C -4.893 3.931 3.602 0.372
C 4.426 -0.991 -1.384 1.001
I -1.914 1.741 2.162 0.097
C 2.984 -1.495 -1.667 0.500
C 3.715 4.548 -6.887 -0.489
O -0.078 -0.581 -1.871 -0.382
C -0.499 -5.398 3.081 -1.177
H 3.472 2.235 -2.887 0.243
H -0.878 -0.575 0.844 0.696
H 6.811 -2.077 -1.192 0.374
H 4.607 4.515 -6.264 0.255
C 2.686 -4.569 8.441 -0.812
H -7.224 -2.454 -2.226 0.258
H -5.192 5.869 4.331 0.276
H 2.541 2.964 -1.564 0.117
F 2.587 -1.049 -2.867 -0.295
C -3.257 -0.669 -1.598 -0.358
O -2.676 -1.999 -1.465 -0.621
O 6.151 -2.568 -0.680 -0.461
H -4.325 -0.682 -1.390 -0.012
C 0.724 4.444 0.788 0.323
H -2.089 -5.591 1.663 0.535
N -6.372 0.365 -1.103 -0.427
B -2.604 -2.541 -0.223 0.714
H 2.931 5.080 -6.355 0.121
H 3.559 8.963 -4.878 0.283
H -2.098 -4.070 2.605 0.037
H -4.280 5.769 2.814 0.249
H -1.042 -6.069 3.742 0.584
C -7.000 -0.478 -1.573 0.395
H -3.511 -0.199 1.228 0.163
I -0.826 -3.763 5.636 0.023
C 0.465 -1.362 -1.175 -1.025
O -3.736 -2.948 0.456 -0.641
H -3.082 -0.350 -2.622 0.278
N 0.395 3.704 1.607 -0.481
C 5.150 -1.784 -0.263 0.153
H 0.372 -3.414 3.321 -0.100
N 4.257 5.759 -9.132 -0.352
H 3.655 -4.389 8.902 0.307
C 2.801 -4.462 6.994 0.350
F 1.980 0.154 -0.275 -0.253
H 0.042 -5.655 -0.409 0.515
N -0.171 -2.593 -0.705 0.674
H -8.690 -1.711 -1.560 0.290
C 4.017 5.220 -8.143 0.176
H -0.002 -1.601 1.945 0.231
C 0.241 -4.333 3.889 -0.462
N 3.018 7.588 -2.093 -0.399
N 2.886 -4.378 5.850 -0.402
C -1.476 -4.780 2.065 -0.644
H 3.378 3.531 -7.084 0.287
H 2.368 7.676 -5.160 0.178
C 0.019 -3.741 -1.242 0.117
C 3.213 3.171 -2.396 -0.509
H 1.232 -4.669 4.188 0.563
H -1.564 -1.076 3.427 0.475
H 2.342 -5.566 8.709 0.269
H -3.894 -3.898 0.427 0.317
C 2.561 4.057 -3.349 0.247



Record 7
67
Properties=species:S:1:pos:R:3:mulliken_charge:R:1 method="wB97M-V/def2-TZVPD" relative_energy_kj_mol=0.0 total_energy_ha=-2977.904615 spin_multiplicity=2 homo_ev="-7.876 / -7.961" gap_ev="7.93 / 8.02"
O 6.525 -22.867 -14.384 -0.211
N 2.343 -20.765 -15.524 -0.384
C 4.570 -26.012 -12.047 -0.545
C 4.364 -25.394 -13.458 -0.353
H 5.534 -24.657 -10.155 0.181
H 3.350 -19.327 -17.281 0.154
H 7.235 -21.229 -16.320 0.191
N 6.003 -23.946 -9.616 -0.329
H 3.680 -21.930 -9.760 0.189
V 5.434 -22.312 -13.401 1.371
N 9.843 -26.660 -13.116 -0.373
C 6.492 -22.896 -10.313 0.324
H 3.456 -25.886 -13.834 0.314
H 6.014 -14.877 -17.580 0.322
H 6.118 -17.250 -18.023 0.365
H 1.773 -20.190 -16.109 0.152
C 6.603 -14.989 -16.661 -0.767
H 7.210 -22.995 -17.818 0.445
C 9.693 -25.329 -12.920 0.569
H 7.673 -25.598 -12.590 0.102
O 10.639 -24.545 -12.797 -0.669
H 8.417 -23.823 -19.617 0.322
O 4.169 -24.034 -13.458 -0.580
C 3.668 -20.680 -15.785 0.520
C 6.969 -22.021 -18.274 -0.491
H 7.615 -23.436 -21.207 0.261
O 6.459 -22.835 -11.548 -0.167
N 7.117 -21.943 -9.582 -0.427
H 2.568 -18.668 -10.842 0.174
H 4.962 -20.000 -17.226 0.255
H 4.685 -27.087 -12.191 0.371
H 7.285 -19.486 -18.572 0.309
H 6.658 -23.942 -19.881 0.305
H 5.542 -25.621 -11.723 -0.373
H 7.037 -21.886 -8.586 0.187
N 6.753 -19.690 -17.727 -0.563
H 2.464 -20.711 -9.545 0.197
H 5.885 -14.772 -15.864 0.278
N 8.411 -24.931 -12.690 -0.141
H 8.298 -23.978 -12.388 -0.039
C 3.477 -20.574 -11.291 0.521
N 3.258 -21.064 -10.046 -0.371
H 1.950 -21.408 -14.864 0.245
O 4.149 -21.160 -12.133 -0.468
H 3.803 -25.699 -11.340 0.344
H 7.119 -18.876 -15.762 -0.018
H 8.279 -18.431 -17.044 0.497
O 7.271 -16.233 -16.601 -0.299
C 7.225 -18.607 -16.814 -0.488
C 7.484 -20.930 -17.328 -0.351
H 7.334 -21.113 -10.123 0.262
O 4.533 -21.300 -15.140 -0.535
H 8.983 -27.103 -13.394 0.166
N 3.001 -19.314 -11.472 -0.432
Cl 7.084 -20.146 -13.036 -0.635
H 5.274 -25.638 -14.024 0.231
H 3.344 -18.850 -12.301 0.232
C 6.423 -17.296 -16.971 -0.508
C 7.561 -23.371 -20.123 -0.760
H 6.366 -24.125 -8.699 0.185
N 4.017 -19.930 -16.845 -0.263
H 5.570 -17.396 -16.294 0.294
H 10.699 -27.115 -13.366 0.225
H 7.411 -14.260 -16.677 0.269
H 5.873 -22.011 -18.288 0.126
O 7.534 -22.065 -19.562 -0.406
H 8.558 -20.780 -17.472 0.492



Record 8
12
Properties=species:S:1:pos:R:3:mulliken_charge:R:1 method="wB97M-V/def2-TZVPD" relative_energy_kj_mol=459.7 total_energy_ha=-319.537109 spin_multiplicity=1 homo_ev="-8.353 / -8.351" gap_ev="8.36 / 8.36"
H -1.530 1.092 -1.483 0.337
C 0.468 1.593 -0.713 -0.163
C -0.634 0.856 -0.914 -0.337
H -1.472 -2.117 -0.497 0.239
C 1.326 1.343 0.291 -0.189
C -0.048 -0.180 1.120 -0.043
N -0.645 -0.308 -0.129 0.290
N 0.860 0.686 1.438 -0.496
H -0.374 -0.907 1.865 0.409
H 2.400 1.502 0.249 0.378
H 0.191 -2.082 -0.430 0.258
N -0.644 -1.583 -0.722 -0.683



Record 9
15
Properties=species:S:1:pos:R:3:mulliken_charge:R:1 method="wB97M-V/def2-TZVPD" relative_energy_kj_mol=395.7 total_energy_ha=-287.681737 spin_multiplicity=1 homo_ev=-10.132 gap_ev=11.01
H 1.523 0.561 1.056 0.379
H 0.847 1.873 -0.945 0.313
C 0.336 0.928 -0.723 -0.351
H 0.059 1.513 1.351 0.313
C 0.470 0.673 0.778 -0.663
C 0.914 -0.200 -1.572 -1.084
H -0.725 1.078 -0.964 0.294
H 0.813 0.019 -2.640 0.327
H 0.401 -1.146 -1.371 0.301
N -0.191 -0.564 1.207 -0.212
H -0.521 -1.810 1.643 0.308
C -1.489 -0.675 1.150 0.182
H 1.979 -0.346 -1.359 0.304
O -2.544 -0.215 0.897 -0.439
H -1.480 -2.068 1.675 0.027



Record 10
18
Properties=species:S:1:pos:R:3:mulliken_charge:R:1 method="wB97M-V/def2-TZVPD" total_charge=-1 relative_energy_kj_mol=220.0 total_energy_ha=-347.565867 spin_multiplicity=1 homo_ev=-2.965 gap_ev=6.71
C 0.262 0.640 1.030 -0.325
H 0.831 -1.467 -0.849 0.252
C 0.282 0.522 -1.553 -0.550
H -0.515 2.043 -0.280 0.207
H -0.793 -0.375 4.494 0.256
H -0.183 0.952 -2.440 0.306
H -0.196 -2.741 -2.783 0.265
H 1.288 0.949 -1.511 0.252
C -0.469 0.947 -0.288 -0.425
H -0.807 -1.128 -3.410 0.245
C -0.286 -1.667 -2.625 -0.789
H -1.519 0.650 -0.217 0.293
O 0.162 -0.302 4.414 -0.754
O -0.568 0.649 2.108 -0.925
H 1.072 1.418 1.144 0.139
H 0.915 -0.267 0.962 0.089
H 0.169 0.146 3.497 0.477
C 0.356 -0.971 -1.693 -0.013